Entry 1:
ORCA calculation (the ωB97M-V functional and the def2-TZVPD basis) on a cluster of 2 separate species, C10H11BrOS in total in a non-equilibrium geometry.

CARTESIAN COORDINATES (ANGSTROEM)
C1 -1.75 -2.70 -0.25
C2 -2.85 -1.84 -0.15
C3 -0.46 -2.17 -0.28
C4 -2.64 -0.46 0.00
C5 -0.30 -0.79 -0.12
C6 -1.38 0.02 0.00
C7 0.91 -0.12 -0.02
C8 0.83 1.38 -0.20
C9 1.26 1.82 -1.59
C10 1.68 1.98 0.96
O1 1.11 -0.31 2.46
S1 -0.97 1.76 0.14
Br1 2.53 -0.99 -0.20
H1 -2.01 -3.73 -0.50
H2 -3.88 -2.28 -0.12
H3 0.38 -2.83 -0.32
H4 -3.57 0.11 0.13
H5 2.16 2.44 -1.49
H6 0.50 2.46 -2.02
H7 1.56 1.04 -2.28
H8 1.69 3.10 0.74
H9 2.81 1.76 0.83
H10 1.44 1.62 1.87
H11 0.95 -1.25 2.39

Computed properties:
LUMO energy (alpha / beta) = -0.059 / -0.059 Eh
energy = -93469.980 eV
energy relative to the best compared isomer or geometry (same formula, charge and spin) = 3.020 eV

***

Entry 2:
ORCA calculation (the ωB97M-V functional and the def2-TZVPD basis) on the molecule C10H11Cl in a non-equilibrium geometry.

CARTESIAN COORDINATES (ANGSTROEM)
C1 -0.98 1.07 -2.86
C2 -1.66 0.14 -2.07
C3 0.36 1.34 -2.48
C4 -1.28 -0.04 -0.79
C5 0.80 1.04 -1.18
C6 -0.06 0.42 -0.24
C7 -0.71 -0.77 1.95
C8 -0.86 -2.33 1.80
C9 0.36 0.02 1.05
C10 1.74 -0.17 1.60
Cl1 0.55 -3.38 2.19
H1 -1.13 1.45 -3.86
H2 -2.52 -0.27 -2.50
H3 1.06 1.83 -3.21
H4 -1.83 -0.70 -0.28
H5 1.85 1.14 -0.77
H6 -1.78 -0.33 1.54
H7 -0.45 -0.60 3.03
H8 -1.14 -2.87 0.84
H9 1.99 0.07 2.67
H10 2.42 0.38 0.94
H11 1.99 -1.17 1.52

Computed properties:
LUMO energy (alpha / beta) = -0.021 / -0.015 Eh
energy = -23066.151 eV
energy relative to the best compared isomer or geometry (same formula, charge and spin) = 3.512 eV

***

Entry 3:
ORCA calculation (the ωB97M-V functional and the def2-TZVPD basis) on a structure of composition C10H11Cl2HgNO4S in a non-equilibrium geometry.

CARTESIAN COORDINATES (ANGSTROEM)
Hg1 8.21 6.20 11.69
C1 9.49 5.51 4.19
C2 8.89 5.11 5.56
C3 9.70 4.73 6.65
C4 9.13 4.21 7.81
C5 7.76 4.19 7.92
C6 6.87 4.54 6.84
C7 7.48 5.01 5.72
S1 7.09 3.81 9.56
O1 8.19 3.36 10.41
O2 5.79 3.18 9.60
N1 6.87 5.30 10.12
C8 5.58 5.91 10.27
C9 5.30 6.37 11.77
O3 4.14 6.50 12.16
O4 6.31 6.66 12.53
H1 9.39 4.65 3.46
H2 10.48 5.89 4.28
H3 9.00 6.40 3.84
H4 10.82 4.71 6.56
H5 9.74 3.86 8.71
H6 5.78 4.32 6.91
H7 6.87 5.45 4.91
H8 4.89 5.11 9.98
H9 5.59 6.88 9.74
Cl1 13.67 5.98 9.63
C10 12.16 5.12 10.02
Cl2 10.31 6.92 12.53
H10 11.59 5.42 10.91
H11 11.88 4.38 9.23

Computed properties:
LUMO energy (alpha / beta) = 0.093 / 0.084 Eh
energy = -60283.585 eV
spin multiplicity = 2
net charge = -1

***

Entry 4:
ORCA calculation (the ωB97M-V functional and the def2-TZVPD basis) on a cluster of 2 separate species, C10H11ClN3 in total in a non-equilibrium geometry.

CARTESIAN COORDINATES (ANGSTROEM)
C1 -4.05 -0.23 -0.61
C2 -3.81 1.07 -0.13
C3 1.88 0.20 0.93
C4 1.15 0.85 -1.29
C5 -2.79 -0.89 -0.69
C6 2.89 1.13 0.88
C7 2.21 1.70 -1.31
C8 1.00 -0.01 -0.10
C9 -2.47 1.19 0.15
C10 -0.22 -1.81 0.96
N1 -1.89 0.03 -0.31
N2 3.07 1.85 -0.25
N3 0.13 -0.95 -0.20
Cl1 -1.52 2.38 0.92
H1 -5.11 -0.41 -0.78
H2 -4.63 1.57 0.22
H3 1.86 -0.55 1.75
H4 0.37 0.96 -1.97
H5 -2.68 -1.87 -1.03
H6 3.47 1.26 1.73
H7 2.31 2.33 -2.19
H8 -1.02 -2.46 0.51
H9 0.46 -2.41 1.58
H10 -0.80 -1.29 1.66
H11 3.79 2.45 -0.29

Computed properties:
LUMO energy (alpha / beta) = -0.199 / -0.211 Eh
energy = -27529.713 eV
net charge = +1
energy relative to the best compared isomer or geometry (same formula, charge and spin) = 4.842 eV

***

Entry 5:
ORCA calculation (the ωB97M-V functional and the def2-TZVPD basis) on a structure of composition C10H11I2OP in a non-equilibrium geometry.

CARTESIAN COORDINATES (ANGSTROEM)
C1 -0.33 3.55 0.64
C2 0.39 2.53 1.33
C3 -1.27 3.25 -0.36
C4 0.22 1.20 0.87
C5 -1.46 1.90 -0.67
C6 -0.57 0.84 -0.20
C7 0.69 -2.79 -0.04
C8 0.33 -2.02 -1.30
C9 -0.66 -3.06 0.70
C10 -1.18 -1.63 0.81
O1 -2.20 -0.78 -1.74
P1 -1.11 -0.81 -0.79
I1 -0.85 -4.16 2.52
I2 -3.96 -1.31 1.32
H1 -0.03 4.58 0.97
H2 1.14 2.74 2.14
H3 -2.00 3.86 -0.92
H4 0.87 0.46 1.38
H5 -2.06 1.74 -1.50
H6 1.12 -3.74 -0.47
H7 1.55 -2.31 0.47
H8 1.19 -1.53 -1.77
H9 -0.25 -2.56 -2.04
H10 -1.27 -3.48 -0.12
H11 -0.83 -1.00 1.68

Computed properties:
LUMO energy (alpha / beta) = -0.067 / -0.068 Eh
energy = -38084.158 eV
energy relative to the best compared isomer or geometry (same formula, charge and spin) = 1.971 eV

***

Entry 6:
ORCA calculation (the ωB97M-V functional and the def2-TZVPD basis) on a structure of composition C10H11MgNS in a non-equilibrium geometry.

CARTESIAN COORDINATES (ANGSTROEM)
Mg1 -0.94 0.98 0.09
C1 -4.05 0.79 -2.44
H1 -2.97 0.58 -2.11
H2 -4.11 1.90 -2.31
H3 -4.53 0.36 -1.52
H4 -4.66 0.47 -3.22
H5 -3.05 0.16 -3.26
S1 1.04 -1.78 3.03
C2 -0.60 -2.05 3.30
C3 -1.40 -1.44 2.32
C4 -0.67 -0.71 1.34
C5 0.69 -0.81 1.58
C6 1.69 -0.19 0.74
C7 3.07 -0.18 0.92
C8 3.86 0.48 -0.02
C9 3.29 1.11 -1.15
C10 1.90 1.07 -1.29
N1 1.16 0.50 -0.32
H6 -0.90 -2.63 4.17
H7 -2.48 -1.52 2.28
H8 3.46 -0.70 1.80
H9 4.94 0.48 0.12
H10 3.90 1.62 -1.90
H11 1.36 1.51 -2.13

Computed properties:
LUMO energy = -0.029 Eh
energy = -28311.182 eV
energy relative to the best compared isomer or geometry (same formula, charge and spin) = 1.315 eV

***

Entry 7:
ORCA calculation (the ωB97M-V functional and the def2-TZVPD basis) on the ion C10H11N2O with charge +1 in a non-equilibrium geometry.

CARTESIAN COORDINATES (ANGSTROEM)
C1 2.21 2.09 -1.66
C2 1.62 1.09 -2.40
O1 0.42 0.55 -2.16
C3 -0.08 0.80 -0.84
C4 0.70 1.62 0.20
C5 1.75 2.35 -0.31
C6 0.16 1.53 1.53
C7 -0.64 0.51 1.89
N1 -0.88 -0.63 1.09
C8 -1.51 -1.86 1.49
C9 -1.27 -2.81 0.33
N2 -0.84 -1.84 -0.75
C10 -0.54 -0.69 -0.17
H1 3.03 2.67 -2.14
H2 2.03 0.56 -3.34
H3 -1.07 1.19 -0.99
H4 2.28 3.03 0.42
H5 0.40 2.35 2.23
H6 -1.04 0.34 2.85
H7 -2.50 -1.72 1.77
H8 -1.06 -2.27 2.33
H9 -0.46 -3.61 0.33
H10 -2.18 -3.10 -0.09
H11 -0.52 -2.14 -1.62

Computed properties:
LUMO energy = -0.141 Eh
energy = -15567.132 eV
net charge = +1
SMILES = C1=CO[C@@H]2C(=C1)C=CN1CC[NH+]=C21
energy relative to the best compared isomer or geometry (same formula, charge and spin) = 1.493 eV

***

Entry 8:
ORCA calculation (the ωB97M-V functional and the def2-TZVPD basis) on the ion C10H11N2O with charge +1 in a non-equilibrium geometry.

CARTESIAN COORDINATES (ANGSTROEM)
C1 3.35 1.20 -0.08
N1 2.21 0.33 0.05
C2 1.14 0.44 0.77
C3 0.32 -0.73 0.70
C4 -1.01 -0.35 0.18
C5 -1.15 0.36 -1.02
C6 -2.40 0.72 -1.44
C7 -3.49 0.50 -0.59
C8 -3.34 -0.19 0.63
C9 -2.11 -0.56 1.00
C10 1.19 -1.78 -0.01
O1 1.10 -2.90 -0.30
N2 2.36 -0.94 -0.40
H1 3.17 2.13 0.52
H2 4.14 0.69 0.43
H3 3.89 1.18 -1.13
H4 0.80 1.33 1.26
H5 0.11 -1.08 1.72
H6 -0.32 0.46 -1.64
H7 -2.61 1.21 -2.35
H8 -4.48 0.75 -0.86
H9 -4.05 -0.55 1.40
H10 -2.09 -1.06 2.07
H11 3.27 -1.17 -0.91

Computed properties:
LUMO energy = -0.160 Eh
energy = -15567.035 eV
net charge = +1
SMILES = C[N+]1=C[C@@H](c2ccccc2)C(=O)N1
energy relative to the best compared isomer or geometry (same formula, charge and spin) = 1.590 eV

***

Entry 9:
ORCA calculation (the ωB97M-V functional and the def2-TZVPD basis) on the molecule C10H11N2O2P in a non-equilibrium geometry.

CARTESIAN COORDINATES (ANGSTROEM)
C1 -3.44 -1.36 -0.58
C2 -2.49 -2.14 0.07
C3 -0.34 2.37 -0.32
C4 -3.16 -0.06 -0.72
C5 -1.18 -1.62 0.32
C6 -1.65 1.91 -0.54
C7 0.75 1.51 -0.14
C8 -1.94 0.59 -0.36
C9 -0.89 -0.31 -0.03
C10 0.49 0.14 0.08
N1 4.22 0.43 1.32
N2 1.57 -0.63 0.08
O1 3.86 -1.62 -0.14
O2 3.60 0.53 -1.36
P1 3.45 -0.11 0.13
H1 -4.39 -1.70 -1.04
H2 -2.61 -3.15 0.26
H3 -0.21 3.39 -0.18
H4 -3.89 0.73 -1.14
H5 -0.50 -2.29 0.69
H6 -2.45 2.45 -0.86
H7 1.66 2.01 -0.14
H8 3.96 1.26 1.78
H9 1.39 -1.61 0.38
H10 4.64 -1.90 0.48
H11 2.76 1.01 -1.55

Computed properties:
LUMO energy (alpha / beta) = 0.016 / -0.072 Eh
energy = -26909.779 eV
spin multiplicity = 3

***

Entry 10:
ORCA calculation (the ωB97M-V functional and the def2-TZVPD basis) on the molecule C10H11NO2 in a non-equilibrium geometry.

CARTESIAN COORDINATES (ANGSTROEM)
C1 -2.30 1.41 -2.70
C2 -2.15 1.34 -1.52
C3 -2.22 1.28 0.02
O1 -3.08 1.86 0.63
N1 -1.19 0.58 0.71
C4 -1.17 0.50 2.17
C5 -0.23 -0.17 -0.22
C6 -0.72 -1.49 -0.99
C7 1.13 -0.52 0.37
C8 2.09 -1.26 -0.31
C9 3.33 -0.70 0.10
C10 3.00 0.35 0.93
O2 1.67 0.47 1.15
H1 -2.32 1.70 -3.69
H2 -1.24 -0.55 2.32
H3 -0.34 0.89 2.68
H4 -1.99 1.04 2.66
H5 0.04 0.46 -0.84
H6 0.21 -1.73 -1.46
H7 -1.47 -1.37 -1.75
H8 -1.00 -2.31 -0.32
H9 1.88 -2.04 -0.97
H10 4.33 -0.81 -0.28
H11 3.73 1.07 1.31

Computed properties:
LUMO energy = 0.029 Eh
energy = -16128.692 eV
SMILES = C#CC(=O)N(C)[C@H](C)c1ccco1
energy relative to the best compared isomer or geometry (same formula, charge and spin) = 5.600 eV